Below is a cluster of 2 separate species, C6H8N4O in total, with properties calculated with wB97M-V/def2-TZVPD.

Results
highest occupied orbital energy: -0.289 Ha
total energy: -527.4686 a.u.
SMILES: [H]/N=c1/cn[nH]o1.C#CCN=C
multiplicity: 1
orbital gap: 0.304 Ha

XYZ file:
```
19
Properties=species:S:1:pos:R:3:nbo_charge:R:1
H 3.5170 -0.0388 2.4134 0.3663
N 3.7256 -0.4046 1.5153 -0.7535
C 2.8460 -0.7060 0.6506 0.4858
C 2.9389 -1.3827 -0.6328 -0.2034
N 1.8571 -1.1176 -1.3060 -0.1566
N 0.9673 -0.5708 -0.5667 -0.1231
O 1.4526 -0.2790 0.6964 -0.3518
H 3.9009 -1.5983 -1.1137 0.2242
H 0.0818 -0.1695 -0.9570 0.4180
C -2.4790 0.2861 2.2401 -0.2000
C -2.3476 -0.1399 1.0974 -0.0300
C -2.4874 -0.1227 -0.4082 -0.3010
N -1.3608 0.4566 -1.0344 -0.4292
C -1.4082 1.6139 -1.4319 0.0225
H -2.3861 0.4594 3.2758 0.2380
H -3.4741 0.4653 -0.6675 0.2102
H -2.5579 -1.1567 -0.7128 0.2362
H -2.3113 2.2894 -1.3035 0.1580
H -0.4749 2.1157 -1.7544 0.1893
```

***

Below is a cluster of 12 separate species, C42H106N2O24 in total, with properties calculated with wB97M-V/def2-TZVPD.

Results
highest occupied orbital energy: -0.341 Ha
total energy: -3578.4302 a.u.
SMILES: C[N+](=O)[O-].C[N+](=O)[O-].COCCOC.COCCOC.COCCOC.COCCOC.COCCOC.COCCOC.COCCOC.COCCOC.COCCOC.COCCOC
multiplicity: 1
orbital gap: 0.351 Ha

XYZ file:
```
174
Properties=species:S:1:pos:R:3:lowdin_charge:R:1
C 0.3191 -5.3737 -4.0310 0.0465
N 1.6849 -5.7296 -4.4895 -0.4277
O 2.0491 -6.8584 -4.2282 0.0548
O 2.2831 -4.9095 -5.1389 0.0684
H 0.3432 -5.0703 -2.9819 0.0804
H -0.3588 -6.2068 -4.1554 0.0998
H 0.0078 -4.4952 -4.5792 0.0659
C -1.2179 -1.8620 -5.4139 0.0403
N 0.1193 -1.3034 -5.1000 -0.4139
O 0.4429 -1.4077 -3.9283 0.0352
O 0.7213 -0.6672 -5.9362 0.0827
H -1.3662 -1.6319 -6.4671 0.1050
H -1.9435 -1.2381 -4.8937 0.1001
H -1.2618 -2.9219 -5.2009 0.0579
C 0.2105 1.3808 1.6810 -0.1037
O -0.0962 0.3387 0.7731 -0.1979
C -0.3727 -0.8811 1.4330 -0.1836
C -0.1982 -2.0325 0.4625 -0.1980
O -0.9230 -1.7864 -0.7136 -0.1718
C -1.0656 -2.8859 -1.5721 -0.0921
H -0.7276 1.5778 2.2132 0.0835
H 0.5525 2.2480 1.1132 0.0742
H 1.0457 1.1951 2.3677 0.0767
H -1.4374 -0.8348 1.7138 0.1370
H 0.2272 -1.0210 2.3329 0.1062
H -0.5951 -2.9559 0.8966 0.1118
H 0.8667 -2.1327 0.2202 0.1359
H -1.7212 -3.6365 -1.1174 0.0891
H -0.0966 -3.3795 -1.7461 0.0777
H -1.3485 -2.5700 -2.5734 0.0657
C 2.6692 4.9550 -0.5642 -0.1368
O 1.6458 5.7461 -1.0566 -0.1502
C 0.4007 5.0603 -1.1182 -0.1685
C -0.6998 6.0247 -1.3856 -0.1885
O -0.5155 6.5380 -2.7054 -0.1761
C -1.6615 7.0939 -3.3104 -0.1037
H 2.3778 4.4836 0.3854 0.0691
H 3.6322 5.4494 -0.4575 0.0953
H 2.9538 4.0832 -1.1781 0.0702
H 0.2717 4.5837 -0.1383 0.1108
H 0.4881 4.3655 -1.9558 0.1122
H -0.7549 6.8937 -0.7240 0.1230
H -1.6713 5.5121 -1.3631 0.1045
H -1.9590 6.4469 -4.1413 0.0859
H -1.3824 8.0660 -3.7234 0.0859
H -2.5144 7.2395 -2.6414 0.0735
C -2.3678 -6.7718 -1.1250 -0.1045
O -1.2319 -5.9851 -0.8925 -0.2198
C -0.4785 -6.3305 0.2686 -0.1698
C 0.6666 -5.3537 0.4563 -0.2086
O 1.4091 -5.1074 -0.7041 -0.1988
C 2.3908 -6.0800 -1.0094 -0.0810
H -2.1679 -7.7623 -1.5513 0.0898
H -2.9962 -6.2454 -1.8404 0.0777
H -2.8993 -6.9302 -0.1806 0.0874
H -0.0264 -7.2865 -0.0351 0.1202
H -1.1214 -6.4832 1.1374 0.1288
H 1.2561 -5.6489 1.3331 0.1386
H 0.2872 -4.3564 0.7008 0.0787
H 1.9575 -7.0815 -0.9750 0.0926
H 3.2948 -5.9868 -0.3996 0.0896
H 2.7234 -5.9094 -2.0319 0.0660
C -1.3928 1.3866 5.3149 -0.1046
O -2.7749 1.0664 5.3549 -0.2019
C -3.4636 1.8651 6.3094 -0.2193
C -4.9440 1.8127 6.0424 -0.1983
O -5.5405 0.6565 6.6139 -0.1923
C -5.1763 -0.5925 6.0433 -0.1037
H -0.8881 0.7328 4.6067 0.0763
H -0.9689 1.2603 6.3147 0.0902
H -1.3010 2.4152 4.9526 0.0752
H -3.0717 2.8891 6.3302 0.1236
H -3.2941 1.4588 7.3143 0.1337
H -5.1363 1.9373 4.9728 0.1314
H -5.3936 2.5968 6.6559 0.1288
H -5.9614 -1.2768 6.3664 0.0858
H -4.1986 -0.9539 6.3570 0.0824
H -5.2531 -0.5352 4.9537 0.0897
C 5.5069 -5.0791 2.9058 -0.1037
O 4.3127 -4.5636 2.3591 -0.1907
C 4.5049 -3.5412 1.4091 -0.2190
C 4.8725 -2.2049 2.0709 -0.1962
O 4.1653 -1.9807 3.2525 -0.1661
C 2.7940 -1.7378 3.1269 -0.1069
H 6.2285 -5.3183 2.1196 0.0911
H 5.2293 -5.9998 3.4260 0.0867
H 5.9192 -4.4393 3.6938 0.0899
H 3.5258 -3.4437 0.9253 0.1073
H 5.1707 -3.7830 0.5713 0.1200
H 4.7494 -1.4182 1.3143 0.1182
H 5.9369 -2.1977 2.3108 0.1250
H 2.3868 -1.4410 4.0908 0.0916
H 2.2755 -2.6253 2.7520 0.0848
H 2.6211 -0.8963 2.4450 0.0772
C 4.2796 1.6673 0.3386 -0.0897
O 4.3142 0.6427 -0.6241 -0.1672
C 3.1254 0.4894 -1.3455 -0.2103
C 3.3089 -0.6984 -2.2705 -0.1733
O 3.8014 -1.7837 -1.4859 -0.1976
C 3.9823 -2.9585 -2.2376 -0.0996
H 4.1434 2.6275 -0.1706 0.0683
H 5.2180 1.6292 0.8877 0.0943
H 3.4809 1.5416 1.0771 0.0759
H 2.7817 1.3378 -1.9537 0.0998
H 2.2719 0.3143 -0.6780 0.1185
H 4.1289 -0.4660 -2.9653 0.1312
H 2.4603 -0.9962 -2.8925 0.1007
H 4.2949 -3.6970 -1.5025 0.0670
H 4.6258 -2.8358 -3.1164 0.0973
H 3.0009 -3.2687 -2.6326 0.0794
C -1.7757 4.6193 1.8735 -0.0938
O -1.2967 5.8877 2.3094 -0.1769
C -2.3185 6.8428 2.5222 -0.2005
C -3.1073 7.2467 1.2991 -0.2244
O -4.0560 6.2608 0.9851 -0.2033
C -4.8589 6.5253 -0.1555 -0.0835
H -0.9289 3.9338 1.8575 0.0531
H -2.1102 4.7568 0.8457 0.0683
H -2.5497 4.1452 2.4787 0.0973
H -1.7628 7.7140 2.8769 0.1292
H -3.0172 6.6106 3.3344 0.1306
H -2.4154 7.4382 0.4704 0.1103
H -3.6133 8.1985 1.5135 0.1297
H -5.0234 7.5930 -0.3257 0.0890
H -5.7953 5.9761 -0.1459 0.0882
H -4.2465 6.1457 -0.9887 0.0689
C 2.2308 4.4980 3.4146 -0.1077
O 2.4237 4.5741 4.8092 -0.1519
C 1.8490 3.4570 5.4457 -0.2189
C 1.7370 3.6794 6.9329 -0.2159
O 2.9937 3.9070 7.5292 -0.1514
C 2.9839 3.5675 8.8844 -0.1334
H 2.2479 3.4920 2.9821 0.0689
H 2.9552 5.1002 2.8672 0.0867
H 1.2575 4.9606 3.2094 0.0861
H 2.4384 2.5834 5.1504 0.1328
H 0.8125 3.2426 5.1491 0.1028
H 1.2488 2.7865 7.3462 0.1144
H 1.0432 4.4921 7.1704 0.1347
H 2.5515 2.5788 9.0909 0.0833
H 2.3460 4.2211 9.4945 0.0876
H 3.9803 3.5765 9.3167 0.0871
C 0.5963 -4.8125 -7.7242 -0.0928
O -0.5429 -4.5161 -6.9202 -0.2231
C -1.4343 -5.6306 -6.8425 -0.1948
C -2.7452 -5.3055 -6.1227 -0.1687
O -2.5323 -4.8771 -4.7836 -0.2432
C -3.5848 -4.1316 -4.2000 -0.0905
H 0.9856 -5.8245 -7.5855 0.0898
H 1.3718 -4.1115 -7.4304 0.0845
H 0.3508 -4.6928 -8.7824 0.0909
H -0.8888 -6.5348 -6.5599 0.1230
H -1.7363 -5.8083 -7.8852 0.1273
H -3.3874 -6.1907 -6.1046 0.1322
H -3.2060 -4.4390 -6.6118 0.1296
H -4.5183 -4.6854 -4.2985 0.0947
H -3.5961 -3.1423 -4.6685 0.0806
H -3.3767 -3.9227 -3.1521 0.0769
C -3.6833 3.2600 -2.5169 -0.1177
O -3.7408 1.8544 -2.4042 -0.1628
C -2.7162 1.2936 -1.5995 -0.1889
C -1.3709 0.9984 -2.2263 -0.1761
O -0.9414 2.1922 -2.8759 -0.1794
C 0.3788 2.1134 -3.3498 -0.1048
H -3.2477 3.7117 -1.6191 0.0653
H -4.7235 3.5879 -2.5765 0.0853
H -3.1472 3.6560 -3.3818 0.0836
H -3.1582 0.3487 -1.2733 0.1271
H -2.5974 1.9171 -0.7057 0.1199
H -1.4561 0.2135 -2.9916 0.1059
H -0.6346 0.6385 -1.5047 0.1063
H 0.5721 3.0968 -3.7873 0.0922
H 0.5517 1.4208 -4.1790 0.0780
H 1.1568 1.9461 -2.5980 0.0618
```

***

Below is a cluster of 2 separate species, C3H11NO in total, with properties calculated with wB97M-V/def2-TZVPD.

Results
highest occupied orbital energy: -0.352 Ha
total energy: -250.8281 a.u.
SMILES: CCOC.N
multiplicity: 1
orbital gap: 0.386 Ha

XYZ file:
```
16
Properties=species:S:1:pos:R:3:nbo_charge:R:1
C -1.9176 -0.8951 -0.1008 -0.6564
C -1.2831 0.4614 0.2021 -0.0578
O -0.1046 0.6296 -0.6223 -0.5971
C 0.6503 -0.4122 -1.2448 -0.2575
H -2.9703 -0.7618 0.3634 0.2283
H -2.1481 -1.0435 -1.2507 0.2120
H -1.2680 -1.6943 0.1090 0.2195
H -0.8463 0.5901 1.2419 0.1723
H -1.8943 1.3881 -0.0174 0.1943
H 0.0825 -0.6952 -2.1712 0.1807
H 0.8168 -1.2791 -0.5390 0.1611
H 1.6524 -0.0207 -1.4381 0.2053
N 2.5137 1.1257 1.2275 -1.0838
H 2.3739 1.1908 2.2565 0.3477
H 2.8073 0.1580 1.1746 0.3493
H 1.5354 1.2581 0.8092 0.3822
```

***

Below is the molecule CH3NOS2, with properties calculated with wB97M-V/def2-TZVPD.

Results
highest occupied orbital energy (alpha / beta): -0.314 / -0.308 Ha
total energy: -966.1807 a.u.
multiplicity: 1
orbital gap (alpha / beta): 0.286 / 0.279 Ha

XYZ file:
```
8
Properties=species:S:1:pos:R:3:nbo_charge:R:1
C -1.4882 -0.0870 0.0494 -0.7603
N 0.9583 -0.0506 -0.0121 -0.9007
O 3.0845 1.0838 0.4768 -0.8307
S -0.1584 -0.9837 -0.6213 0.6189
S 2.6907 -0.0587 -0.3123 1.1751
H -1.3694 0.8545 -0.3726 0.2346
H -1.3490 -0.1308 1.0874 0.2360
H -2.3686 -0.6274 -0.2954 0.2272
```

***

Below is a cluster of 2 separate species, C4H4N2 in total, with properties calculated with wB97M-V/def2-TZVPD.

Results
highest occupied orbital energy: -0.384 Ha
total energy: -264.2445 a.u.
multiplicity: 1
orbital gap: 0.404 Ha

XYZ file:
```
10
Properties=species:S:1:pos:R:3:nbo_charge:R:1
C -0.4128 -1.0354 -0.2004 -0.2987
C 0.8114 -0.5974 0.0890 -0.3214
C 1.9725 -1.4374 -0.0331 0.2496
N 2.9151 -2.1039 -0.1357 -0.3039
C -0.3738 2.4408 -0.0266 0.2980
N -1.5295 2.3820 0.1763 -0.7415
H -2.5087 2.3490 0.3652 0.4505
H -0.5949 -2.0522 -0.5362 0.2105
H -1.2682 -0.3728 -0.1068 0.2025
H 0.9889 0.4274 0.4083 0.2545
```

***

Below is a cluster of 2 separate species, C4H10NO in total, with properties calculated with wB97M-V/def2-TZVPD.

Results
highest occupied orbital energy: -0.116 Ha
net charge: -1
total energy: -288.2266 a.u.
multiplicity: 1
orbital gap: 0.275 Ha

XYZ file:
```
16
Properties=species:S:1:pos:R:3:nbo_charge:R:1
C -3.3918 -0.4153 -0.7017 -0.8848
C 2.8602 0.3347 0.2875 -0.1831
N 3.1875 -0.7610 -0.4120 -0.4741
C 1.4901 -0.3832 -0.0014 -0.4550
C 0.3532 0.5751 0.6385 0.0786
O -0.8384 0.0421 0.7082 -0.8630
H -3.6221 -1.4671 -0.5811 0.1933
H -3.8082 0.1909 0.1018 0.2020
H -3.7224 0.0997 -1.6123 0.1787
H 3.0417 0.2598 1.3804 0.1375
H 3.0743 1.3301 -0.1402 0.1472
H -2.2900 -0.2861 -0.6825 0.2913
H 1.1122 -0.4795 -1.0286 0.2334
H 1.2493 -1.4023 0.3040 0.2526
H 0.5301 1.5335 0.0847 0.0758
H 0.7743 0.8284 1.6546 0.0693
```

***

Below is a cluster of 2 separate species, C14H14BF4N2O10 in total, with properties calculated with wB97M-V/def2-TZVPD.

Results
highest occupied orbital energy: -0.216 Ha
net charge: -1
total energy: -1828.2200 a.u.
multiplicity: 1
orbital gap: 0.255 Ha

XYZ file:
```
45
Properties=species:S:1:pos:R:3:nbo_charge:R:1
C 6.7785 1.0255 -1.6983 -0.6511
C 6.0996 0.1240 -0.5840 0.1979
F 5.0015 0.8639 -0.0872 -0.3582
C 5.6366 -1.2806 -1.2176 -0.1000
O 4.2875 -1.5014 -0.7834 -0.4988
C 3.4016 -1.7862 -1.8418 0.2711
C 2.0102 -1.0843 -1.4954 -0.2483
N 0.8895 -2.0216 -1.3656 -0.6188
C -0.3626 -1.3725 -0.9693 -0.2135
C -0.8275 -0.1815 -1.9236 -0.4910
C -2.3445 0.0805 -1.9072 0.1519
F -3.2799 -0.6563 -2.6474 -0.3276
C -2.8300 1.1446 -1.1179 0.7443
F -3.3010 0.9095 0.1461 -0.2811
F -2.8421 2.4479 -1.4926 -0.2880
N 3.2416 -3.2826 -2.0633 -0.5823
C 3.3594 -3.5172 -3.2644 0.8560
O 3.4391 -3.4951 -4.4239 -0.5023
H 6.1269 0.9831 -2.6143 0.2062
H 7.7730 0.5831 -1.9756 0.2130
H 6.8579 2.0959 -1.3870 0.2331
H 6.8416 -0.1283 0.2290 0.1614
H 6.2683 -2.1179 -0.8172 0.1916
H 5.7608 -1.1805 -2.3269 0.1751
H 3.7193 -1.3681 -2.8377 0.1521
H 1.8581 -0.2565 -2.2430 0.1698
H 2.1413 -0.5818 -0.4928 0.2259
H 0.7813 -2.6309 -2.1754 0.3634
H -1.1763 -2.1541 -1.0132 0.2102
H -0.3249 -0.9664 0.0753 0.2121
H -0.2436 0.7348 -1.6053 0.2347
H -0.4720 -0.4019 -2.9785 0.1907
B -5.7133 1.6129 3.9162 1.1401
O -6.4474 2.4088 2.9119 -0.6453
C -7.1892 3.2971 3.5691 0.6655
O -7.9114 4.1044 3.0467 -0.5548
C -6.9772 3.1257 5.0341 0.6656
O -7.4975 3.7698 5.9061 -0.5549
O -6.1105 2.1365 5.2387 -0.6455
O -6.0405 0.1773 3.7952 -0.6450
C -4.9050 -0.4734 3.5533 0.6656
O -4.8176 -1.6629 3.3997 -0.5540
C -3.7816 0.5037 3.5051 0.6668
O -2.6238 0.2445 3.3053 -0.5589
O -4.2540 1.7287 3.7181 -0.6447
```

***

Below is a structure of composition C22H35N6O4Ti, with properties calculated with wB97M-V/def2-TZVPD.

Results
highest occupied orbital energy (alpha / beta): -0.308 / -0.420 Ha
net charge: +1
total energy: -2338.2233 a.u.
multiplicity: 3
orbital gap (alpha / beta): 0.223 / 0.321 Ha

XYZ file:
```
68
Properties=species:S:1:pos:R:3:nbo_charge:R:1
Ti -0.3552 -0.3310 0.8478 1.6410
C -2.0903 -3.7112 -1.2323 -0.6724
C -1.5303 -2.3883 -0.8028 0.2452
N -1.3659 -2.0888 0.4938 -0.6773
C -1.5666 -3.0854 1.5227 -0.2354
C -0.5328 -2.8328 2.6203 -0.2225
N -0.3695 -1.3887 2.8995 -0.6600
C -1.3342 -0.8263 3.8533 -0.2301
C -2.6286 -0.4669 3.1489 -0.2281
N -2.3568 0.3988 1.9884 -0.6472
C -2.2221 1.8331 2.3345 -0.2246
C -0.7776 2.2744 2.1520 -0.2492
N -0.4329 1.8369 0.8031 -0.5371
C -0.2906 2.6689 -0.1475 0.4056
C -0.2665 4.1586 0.0478 -0.7159
C -0.3263 0.7905 -2.0501 0.1692
C -0.0978 0.5592 -3.3867 -0.2326
C -0.4542 -0.6890 -3.9267 -0.1806
C -0.9962 -1.6450 -3.1187 -0.2090
C -1.1547 -1.3909 -1.7350 0.1014
N -0.8370 -0.1426 -1.2262 -0.5924
H -2.9069 -4.0073 -0.5733 0.2286
H -1.3414 -4.5078 -1.2008 0.2329
H -2.4887 -3.6728 -2.2425 0.2341
H -1.4072 -4.0995 1.1490 0.2150
H -2.5860 -3.0710 1.9260 0.1856
H 0.4363 -3.1872 2.2664 0.2218
H -0.7798 -3.3771 3.5375 0.2021
H 0.5688 -1.2298 3.2484 0.4129
H -0.8865 0.0667 4.2943 0.2097
H -1.5381 -1.5236 4.6726 0.2103
H -3.3114 0.0197 3.8529 0.2059
H -3.1260 -1.3632 2.7866 0.2149
H -3.1242 0.2867 1.3381 0.4015
H -2.5756 2.0241 3.3509 0.2097
H -2.8486 2.4127 1.6542 0.2112
H -0.1092 1.7658 2.8493 0.2211
H -0.6687 3.3482 2.3057 0.2207
H 0.4849 4.4182 0.7944 0.2451
H -1.2335 4.5165 0.4088 0.2354
H -0.0295 4.6624 -0.8813 0.2726
H 0.3181 1.3454 -3.9977 0.2416
H -0.2967 -0.8896 -4.9778 0.2276
H -1.2567 -2.6133 -3.5187 0.2242
O 1.6340 0.2793 1.6756 -0.7183
C 2.1468 -0.3738 0.7271 0.8040
O 1.4067 -1.1917 0.0974 -0.7259
C 3.5522 -0.1053 0.2415 -0.1476
N 3.3894 0.8259 -0.9125 -0.6404
C 3.7825 0.0681 -2.1195 -0.2301
C 4.8470 -0.9084 -1.6392 -0.4153
C 4.2806 -1.3538 -0.2899 -0.4232
H 4.0978 0.3955 1.0405 0.2241
H 4.0369 1.5948 -0.7866 0.3816
H 1.9375 1.8344 -1.4403 0.5131
H 4.1156 0.7592 -2.8923 0.2185
H 2.9039 -0.4626 -2.4953 0.2005
H 5.7975 -0.3862 -1.5078 0.2046
H 5.0107 -1.7397 -2.3225 0.2290
H 5.0427 -1.7020 0.4052 0.2277
H 3.5601 -2.1588 -0.4360 0.2288
C -2.0964 2.9871 -2.4075 -0.2630
O -0.6841 3.1028 -2.4509 -0.5210
C -0.0020 2.2217 -1.5919 0.4795
O 1.3396 2.5330 -1.8067 -0.7210
H -2.4886 3.7855 -3.0311 0.2167
H -2.4847 3.1148 -1.3891 0.1579
H -2.4329 2.0223 -2.7970 0.1874
```

***

Q: Among the records above, which one has the lowest total energy?
A: C42H106N2O24

***

Q: The lowest total energy belongs to which entry?
A: C42H106N2O24

***

Q: Look up the multiplicity of the fourth one.
A: 1

***

Q: The highest total energy belongs to which entry?
A: C3H11NO